1.
Here is a gas-phase ion, C5H10N (charge +1) in a non-equilibrium geometry from the OMol25 dataset. Energies are from wB97M-V/def2-TZVPD.

Output
E_tot = -6828.3095 eV
SMILES = CCCC#[N+]C
E_HOMO = -15.83 eV
Relative energy (zero: lowest compared OMol25 entry of this formula, charge and spin) = 43.6 kcal per mole
Charge = +1
Frontier orbital gap = 11.84 eV

```
16
C5H10N wB97M-V/def2-TZVPD
N -0.7224 1.8076 0.8336
C 0.7377 -1.9208 -1.4608
C -0.8183 3.1388 0.8774
C -0.5322 0.6804 0.9025
C -0.2736 -0.6790 0.4768
C 0.2331 -0.5648 -0.9524
H 1.5870 -1.7971 -2.1103
H -1.7292 3.5299 1.3765
H -0.4583 -0.2643 -1.7023
H 1.1162 -0.0166 -0.8598
H -1.1774 -1.4450 0.4570
H 1.2499 -2.5644 -0.7086
H -0.9097 3.2867 -0.1910
H 0.4771 -1.2701 1.0242
H 0.1105 3.7151 1.2584
H -0.1653 -2.5480 -1.8051
```

=====

2.
Here is C4H4ClNO in the gas phase in a non-equilibrium geometry from the OMol25 dataset. Energies are from wB97M-V/def2-TZVPD.

Output
E_tot = -20271.0010 eV
SMILES = N#C[C@@H]1OC[C@H]1Cl
E_HOMO = -10.99 eV
Relative energy (zero: lowest compared OMol25 entry of this formula, charge and spin) = 35.0 kcal per mole
Charge = 0
Frontier orbital gap = 11.78 eV

```
11
C4H4ClNO wB97M-V/def2-TZVPD
Cl 1.9362 0.4197 -0.9800
O -0.6119 -0.9390 1.2812
N -3.0464 0.6081 -0.5502
C -2.0183 0.0782 -0.3466
C 0.5537 0.4145 0.1822
C -0.6915 -0.5430 -0.0991
C 0.6875 -0.4354 1.4268
H 0.2957 1.4501 0.3684
H 0.8033 0.1149 2.3399
H -0.4149 -1.3288 -0.7684
H 1.4309 -1.2026 1.3419
```

=====

3.
Here is a molecular structure, C20H27N2O3PPbS in a non-equilibrium geometry from the OMol25 dataset. Energies are from wB97M-V/def2-TZVPD.

Output
E_tot = -55650.6330 eV
E_HOMO (alpha / beta) = -14.16 / -14.52 eV
Relative energy (zero: lowest compared OMol25 entry of this formula, charge and spin) = 24.8 kcal per mole
Charge = +2
Frontier orbital gap (alpha / beta) = 3.87 / 3.86 eV

```
55
C20H27N2O3PPbS wB97M-V/def2-TZVPD
Pb -0.2845 -0.2169 0.2959
S 2.1326 1.9555 4.5714
P 2.0881 -0.9254 -0.7436
O 1.9615 3.1797 5.3229
O 0.2031 1.8047 1.3089
O 3.2876 1.1267 4.8220
N 1.8431 2.1583 2.9254
N -2.7961 -1.3214 -2.7252
C 0.2522 0.3707 5.9193
C -1.6313 -0.4759 4.6250
C 0.6745 1.6826 2.5183
C -1.0526 1.5077 -2.2342
C -0.0479 0.9664 3.5894
C -2.6440 -0.4793 -1.5644
C 0.6807 0.9996 4.7655
C -0.8574 2.5411 -3.1770
C 1.5309 2.4794 -2.7755
C 3.4308 -1.7291 0.1852
C 2.5134 0.8228 -1.0796
C 0.4319 2.9961 -3.4714
C -3.3221 -2.6323 -2.3686
C -1.2054 0.2014 3.4867
C 1.3446 1.4659 -1.8276
C 2.0976 -1.6402 -2.4206
C -2.4492 1.0242 -1.8931
C 0.0575 0.9975 -1.5784
C -0.9275 -0.3832 5.8391
C -1.6202 -1.4138 -3.5741
H -3.5438 -3.1858 -3.2869
H 2.6965 1.3115 -0.1056
H 0.8338 0.4804 6.8315
H -1.7239 2.9694 -3.6870
H -0.3049 -2.3483 1.9492
H -0.7535 -1.9035 -3.0846
H 3.4593 0.8613 -1.6383
H -1.2921 -0.4202 -3.8931
H 4.4203 -1.6973 -0.3013
H -1.8243 -0.9905 -0.9789
H 0.1275 -1.9048 2.3511
H 3.5290 -1.2850 1.1899
H 3.0933 -1.6402 -2.8891
H -1.3052 -0.9025 6.7207
H 2.5449 2.8344 -2.9799
H 0.5880 3.7445 -4.2498
H -4.2340 -2.4904 -1.7769
H 1.4136 -1.1054 -3.0916
H -3.1421 1.2756 -2.7152
H -2.5329 -1.0809 4.5584
H -1.7406 0.1429 2.5230
H -2.6217 -3.2344 -1.7572
H -3.5494 -0.5941 -0.9423
H -2.8442 1.5869 -1.0228
H -1.8953 -2.0192 -4.4462
H 3.1657 -2.7894 0.3358
H 1.7439 -2.6779 -2.3545
```

=====

4.
Here is 9 unconnected molecules or ions with the total composition C22H63NO18 in a non-equilibrium geometry from the OMol25 dataset. Energies are from wB97M-V/def2-TZVPD.

Output
E_tot = -62174.2317 eV
SMILES = COCCNCCOC.OCCO.OCCO.OCCO.OCCO.OCCO.OCCO.OCCO.OCCO
E_HOMO = -9.31 eV
Relative energy (zero: lowest compared OMol25 entry of this formula, charge and spin) = 29.0 kcal per mole
Charge = 0
Frontier orbital gap = 9.41 eV

```
104
C22H63NO18 wB97M-V/def2-TZVPD
O -3.6674 0.1411 1.5854
O 1.7022 2.9227 -1.8463
O -1.6649 -0.7475 -3.9595
O -2.4582 2.3691 0.5734
O 3.9910 5.0973 -2.0975
O -5.1129 0.4580 -3.4501
O 3.7055 1.5093 -3.2419
O -0.4439 1.4565 -1.1740
O -0.5836 1.7400 4.2953
O -4.7896 1.8289 -0.9627
O 2.1302 1.5570 -5.6510
O 3.9904 1.0434 1.6752
O 0.3931 -1.2363 1.1628
O 2.6567 -3.7995 4.4865
O 0.9969 -3.8223 -3.7972
O -4.3719 -2.8937 2.0779
O 3.3085 -1.4971 0.6530
O -1.0681 -4.0164 -2.0504
N 0.1791 -1.0279 4.2354
C -0.0390 0.2181 -0.7046
C 3.3438 4.4449 -0.9883
C 0.7997 -2.2308 4.7505
C 2.0091 -2.6489 3.8981
C 4.5689 -1.1662 1.2261
C -3.2948 3.3928 0.0945
C -1.1102 2.9213 3.6435
C -3.9388 -0.8516 0.5929
C 4.8261 0.2423 0.8665
C 1.8401 4.1821 -1.2702
C 0.1399 -3.5102 -1.5851
C -3.4966 -2.2881 1.1061
C -0.9839 -0.6028 4.9819
C -4.0014 2.9486 -1.1952
C -2.8262 -0.3305 -3.3035
C 3.2762 0.3550 -3.9773
C 0.2459 0.1310 0.7802
C 0.8914 -2.8906 -2.7129
C 1.8943 0.5711 -4.6970
C 3.7830 -4.1856 3.6446
C -1.5213 0.7158 4.4583
C -4.0576 -0.1171 -4.1690
H 3.7895 3.4779 -0.7548
H 3.4133 -4.5934 2.7038
H 4.1221 0.1132 -4.6208
H 0.5287 -1.9215 -3.0556
H -2.9591 1.5707 0.7560
H -0.9064 -4.5904 -2.8027
H 1.7061 -2.8800 2.8769
H -5.8954 0.0724 -3.8510
H -2.9736 -1.0447 -2.4934
H -3.7811 0.5207 -5.0085
H 1.2353 4.8602 -1.8724
H 4.5676 -1.3751 2.2959
H 3.3267 5.0928 -0.1119
H 0.8950 -0.0362 -1.2055
H -0.7734 -0.5590 -0.9167
H -2.4597 -2.2069 1.4321
H 3.1547 -0.4094 -3.2099
H -4.2183 -2.4080 2.8915
H -1.7306 -1.6796 -4.1794
H -4.4033 3.8816 -1.5901
H 1.1443 0.9206 -3.9874
H 0.8043 2.6140 -1.9880
H -2.0178 0.4888 3.5149
H 0.1449 -3.9059 -4.2317
H 1.0843 0.7352 1.1269
H -1.8115 -1.3011 4.8573
H -5.0759 1.4457 -1.7950
H 1.3968 1.7721 -6.2318
H 4.3842 -4.9027 4.2035
H -4.9962 -0.8352 0.3291
H -2.7095 4.2922 -0.0970
H 1.1574 -2.0006 5.7541
H 5.4053 -1.7019 0.7771
H -3.4548 -0.6758 -0.3678
H -3.2313 2.5154 -1.8335
H 1.5411 -0.3364 -5.1867
H 4.0047 4.6866 -2.9652
H -4.2729 -0.0405 2.3079
H -1.8517 3.3519 4.3165
H 0.0963 -3.0404 4.9453
H -0.6724 0.4587 1.2674
H 0.8029 -0.2364 4.1685
H 3.0624 1.8268 -2.6038
H -3.5242 -2.9005 0.2049
H -0.8176 -0.4591 6.0495
H 5.8763 0.5341 0.8703
H -2.3067 1.1797 5.0549
H -2.4862 0.6119 -2.8741
H 2.5187 -1.3449 1.1771
H 1.3602 4.0159 -0.3058
H -1.0647 1.7946 -0.5245
H 0.1158 -1.3115 2.0788
H 1.9010 -2.7493 -2.3271
H 3.1555 1.1158 1.2067
H -1.4128 2.8463 2.5991
H 4.4332 -3.3213 3.5090
H -3.9385 3.6127 0.9463
H 2.7461 -1.8494 3.8227
H -4.2520 -1.1136 -4.5658
H 4.5968 0.3436 -0.1943
H 0.7619 -4.2823 -1.1322
H -0.1299 -2.8224 -0.7837
H -0.3479 3.7000 3.6697
```

=====

5.
Here is C3H6N2O in the gas phase in a non-equilibrium geometry from the OMol25 dataset. Energies are from wB97M-V/def2-TZVPD.

Output
E_tot = -8233.5835 eV
SMILES = NC(N)=CC=O
E_HOMO = -8.50 eV
Relative energy (zero: lowest compared OMol25 entry of this formula, charge and spin) = 71.8 kcal per mole
Charge = 0
Frontier orbital gap = 9.11 eV

```
12
C3H6N2O wB97M-V/def2-TZVPD
O -0.1696 1.6410 -2.5251
N -0.8994 -0.6879 1.4755
N 1.1471 -0.8167 0.3218
C -0.4595 0.8908 -0.3116
C -0.2070 -0.2377 0.4671
C 0.1770 0.8700 -1.6040
H -0.5110 -0.6031 2.3426
H 1.0275 0.3317 -1.8314
H -1.5565 1.2495 -0.2634
H 1.6295 -1.8038 0.5891
H 1.8002 -0.2067 -0.2955
H -1.9784 -0.6270 1.6350
```

=====

6.
Here is 2 unconnected molecules or ions with the total composition CH2FNO in a non-equilibrium geometry from the OMol25 dataset. Energies are from wB97M-V/def2-TZVPD.

Output
E_tot = -7318.4546 eV
E_HOMO (alpha / beta) = -5.74 / -13.00 eV
Relative energy (zero: lowest compared OMol25 entry of this formula, charge and spin) = 50.6 kcal per mole
Multiplicity = 3
Charge = 0
Frontier orbital gap (alpha / beta) = 6.19 / 8.26 eV
⟨S²⟩ = 2.016

```
6
CH2FNO wB97M-V/def2-TZVPD
F 0.7878 0.5200 0.1596
O -3.4809 0.6301 0.0038
N -1.6711 -0.8197 0.0786
C -2.6834 -0.1805 -0.0035
H -0.0687 0.1471 0.2362
H -1.4843 -1.7239 -0.3556
```

=====

7.
Here is a molecular structure, BrClHOP in a non-equilibrium geometry from the OMol25 dataset. Energies are from wB97M-V/def2-TZVPD.

Output
E_tot = -93918.0529 eV
E_HOMO = -10.22 eV
Relative energy (zero: lowest compared OMol25 entry of this formula, charge and spin) = 25.0 kcal per mole
Charge = 0
Frontier orbital gap = 9.35 eV

```
5
BrClHOP wB97M-V/def2-TZVPD
Br 3.6640 -0.3319 0.2380
Cl 0.1933 -0.8722 -0.8937
P 2.1341 1.0161 -0.9224
O 1.4783 1.6991 0.2146
H -0.4482 -0.0053 -0.0856
```

=====

8.
Here is 2 unconnected molecules or ions with the total composition C3H8OS2 in a non-equilibrium geometry from the OMol25 dataset. Energies are from wB97M-V/def2-TZVPD.

Output
E_tot = -26956.9812 eV
SMILES = C=CO.CSS
E_HOMO = -9.06 eV
Relative energy (zero: lowest compared OMol25 entry of this formula, charge and spin) = 37.5 kcal per mole
Charge = 0
Frontier orbital gap = 9.72 eV

```
14
C3H8OS2 wB97M-V/def2-TZVPD
S 5.0991 -1.6197 -0.0307
S 3.9059 -2.6782 1.1457
O -2.5638 2.1784 -0.0738
C -4.5655 3.2250 -0.5580
C -3.5216 3.1557 0.2599
C 2.7888 -3.5423 0.0251
H -4.6054 2.4587 -1.3398
H 3.3854 -3.6884 -0.8954
H 2.0211 -2.8427 -0.3119
H -3.3783 3.5551 1.3042
H -1.8979 2.4153 0.5905
H 6.2578 -2.2189 -0.1910
H 2.3281 -4.4129 0.4832
H -5.2538 4.0150 -0.4079
```

=====

Q: What is the relative energy (zero: lowest compared OMol25 entry of this formula, charge and spin) in the eighth record?
A: 37.5 kcal per mole